{
  "formula": "C5H10ClN4",
  "method": "wB97M-V/def2-TZVPD",
  "species": ["C", "C", "C", "C", "C", "N", "N", "N", "N", "Cl", "H", "H", "H", "H", "H", "H", "H", "H", "H", "H"],
  "positions_angstrom": [[-1.45, -1.29, -0.82], [-0.17, -1.00, -1.06], [-1.29, -0.45, 1.38], [-2.29, -0.76, 0.26], [0.61, -0.16, -0.04], [-0.04, -0.24, 1.21], [2.01, -0.52, 0.14], [0.58, 1.34, -0.65], [1.65, 2.02, -0.01], [-2.93, 0.89, -0.20], [-2.00, -1.78, -1.58], [0.19, -1.50, -1.99], [-1.49, -0.54, 2.39], [-3.21, -1.27, 0.69], [2.04, -1.07, 0.99], [2.40, -1.03, -0.74], [-0.31, 1.78, -0.45], [1.15, 2.63, 0.72], [2.15, 2.60, -0.69], [2.40, 0.36, 0.45]],
  "smiles": "NN[C@]1([NH3+])C=C[C@H](Cl)C=N1",
  "homo_ev": -13.559,
  "de_lowest_ev": 3.357,
  "total_charge": 1,
  "orbital_gap_ev": 9.8108,
  "lumo_energy_ev": -3.7
}

---

{
  "formula": "C5H10ClN4S",
  "method": "wB97M-V/def2-TZVPD",
  "species": ["C", "C", "C", "C", "C", "N", "N", "N", "N", "S", "Cl", "H", "H", "H", "H", "H", "H", "H", "H", "H", "H"],
  "positions_angstrom": [[0.72, 0.81, 0.76], [0.27, -0.86, -1.09], [-0.76, 1.36, -0.89], [0.57, -0.62, 0.44], [-0.43, -0.91, 3.02], [0.15, 1.73, 0.13], [-0.36, 0.13, -1.63], [0.64, -2.01, -1.56], [-0.87, 2.16, -2.06], [-0.88, -1.31, 1.31], [2.08, -1.51, 0.92], [1.37, 1.20, 1.53], [-1.73, 1.45, -0.35], [-0.41, -1.79, 3.61], [-1.13, -0.24, 3.47], [0.61, -0.44, 2.99], [-0.44, 0.06, -2.64], [1.14, -2.66, -1.00], [0.87, -2.03, -2.53], [-1.42, 2.96, -2.05], [0.02, 2.50, -2.38]],
  "smiles": "CS[C@]1(Cl)C=N[C@@H](N)NC1=[NH2+]",
  "homo_ev": -13.123,
  "de_lowest_ev": 0.000,
  "total_charge": 1,
  "orbital_gap_ev": 9.4157,
  "lumo_energy_ev": -3.7
}

---

{
  "formula": "C5H10ClNO4",
  "method": "wB97M-V/def2-TZVPD",
  "species": ["C", "C", "C", "C", "C", "N", "O", "O", "O", "O", "Cl", "H", "H", "H", "H", "H", "H", "H", "H", "H", "H"],
  "positions_angstrom": [[3.14, 1.30, 0.13], [-1.26, -1.86, -0.87], [2.29, 0.18, -0.47], [-1.59, -1.13, 0.45], [-1.71, 0.36, 0.11], [-0.76, 1.12, 0.57], [-0.92, 2.50, 0.51], [0.30, 0.77, 1.11], [1.45, 0.37, -1.31], [-2.81, -1.65, 0.96], [-3.17, 0.99, -0.48], [3.14, 1.11, 1.25], [2.80, 2.27, -0.08], [4.05, 1.02, -0.40], [-1.09, -2.84, -0.76], [-2.05, -1.81, -1.63], [-0.37, -1.32, -1.38], [2.84, -0.76, -0.38], [-0.80, -1.29, 1.19], [-0.29, 2.81, 1.27], [-3.21, -2.14, 0.22]],
  "smiles": "C[C@H](O)/C(Cl)=[N+](\\[O-])O.CC=O",
  "homo_ev": -8.910,
  "de_lowest_ev": 6.035,
  "orbital_gap_ev": 9.6094,
  "lumo_energy_ev": 0.7
}

---

{
  "formula": "C5H10ClO6PS",
  "method": "wB97M-V/def2-TZVPD",
  "species": ["O", "P", "C", "O", "S", "O", "O", "O", "C", "Cl", "H", "H", "H", "H", "C", "C", "O", "C", "H", "H", "H", "H", "H", "H"],
  "positions_angstrom": [[0.08, 0.02, 0.42], [-0.87, 1.10, 0.75], [-2.55, 0.87, 0.05], [-3.31, 1.94, 0.62], [-4.82, 1.43, 0.88], [-5.36, 1.99, 2.05], [-5.50, 1.51, -0.36], [-4.39, -0.07, 1.22], [-3.16, -0.43, 0.65], [-3.36, -1.71, -0.52], [-1.16, 1.25, 2.12], [-0.45, 2.38, 0.33], [-2.54, 0.88, -1.03], [-2.51, -0.80, 1.43], [4.67, -1.71, -1.73], [4.25, -0.47, -0.98], [4.75, 0.60, -1.21], [3.18, -0.65, 0.07], [5.44, -1.46, -2.46], [5.06, -2.46, -1.04], [3.81, -2.14, -2.26], [3.51, -1.35, 0.83], [2.26, -1.03, -0.38], [2.96, 0.31, 0.53]],
  "smiles": "O=[PH2][C@@H]1OS(=O)(=O)O[C@H]1Cl.CC(C)=O",
  "homo_ev": -9.439,
  "orbital_gap_ev": 9.8099,
  "lumo_energy_ev": 0.4
}

---

{
  "formula": "C5H10ErO3",
  "method": "wB97M-V/def2-TZVPD",
  "species": ["C", "O", "C", "O", "C", "C", "O", "C", "Er", "H", "H", "H", "H", "H", "H", "H", "H", "H", "H"],
  "positions_angstrom": [[-1.83, 1.65, -0.68], [-2.40, 0.37, -0.66], [-0.51, 1.66, -1.45], [0.26, 0.53, -1.08], [1.34, 0.47, -0.04], [0.97, -0.31, 1.16], [0.42, -1.61, 0.68], [0.86, -2.76, 1.35], [-1.16, -1.05, -0.53], [-1.65, 2.03, 0.35], [-2.50, 2.38, -1.17], [0.06, 2.59, -1.28], [-0.71, 1.54, -2.53], [1.59, 1.50, 0.23], [2.16, 0.00, -0.61], [0.13, 0.18, 1.70], [0.55, -3.64, 0.78], [1.96, -2.74, 1.43], [0.43, -2.80, 2.36]],
  "multiplicity": 4,
  "homo_ev": [-11.145, -11.158],
  "de_lowest_ev": 0.257,
  "s2": 3.753,
  "total_charge": 1,
  "orbital_gap_ev": [5.8024, 5.8988],
  "lumo_energy_ev": [-5.3, -5.3]
}

---

{
  "formula": "C5H10FIO",
  "method": "wB97M-V/def2-TZVPD",
  "species": ["C", "C", "C", "C", "C", "O", "F", "I", "H", "H", "H", "H", "H", "H", "H", "H", "H", "H"],
  "positions_angstrom": [[-2.31, -1.98, 0.48], [2.30, 2.11, -1.23], [-1.68, -0.73, -0.07], [-0.65, -0.08, 0.88], [2.56, 1.10, -0.23], [-0.36, 1.02, 0.36], [3.43, 1.24, 0.75], [2.11, -0.93, -0.52], [-1.63, -2.82, 0.69], [-2.71, -1.66, 1.41], [-3.11, -2.32, -0.07], [1.37, 2.60, -0.98], [3.06, 2.91, -1.17], [1.98, 1.47, -2.12], [-2.45, 0.07, -0.11], [-1.01, -1.10, -0.90], [-1.03, -0.03, 2.01], [0.12, -0.88, 0.81]],
  "homo_ev": [-7.545, -9.472],
  "de_lowest_ev": 3.793,
  "orbital_gap_ev": [6.2270, 9.7491],
  "lumo_energy_ev": [-1.3, 0.3]
}

---

{
  "formula": "C5H10FO5S",
  "method": "wB97M-V/def2-TZVPD",
  "species": ["C", "C", "C", "C", "C", "O", "O", "O", "O", "O", "F", "S", "H", "H", "H", "H", "H", "H", "H", "H", "H", "H"],
  "positions_angstrom": [[0.86, 2.53, -0.55], [-2.75, -2.27, 0.26], [-0.15, 2.00, 0.51], [-0.67, -1.48, -0.59], [-0.27, -0.37, 0.31], [3.27, -1.57, -0.33], [3.11, 0.68, -1.34], [3.30, 0.45, 1.12], [-2.06, -1.86, -0.87], [-0.77, 0.84, 0.01], [-0.44, -0.57, 1.73], [2.86, -0.17, -0.12], [0.60, 2.03, -1.55], [0.69, 3.65, -0.45], [1.89, 2.23, -0.19], [-3.71, -2.64, -0.08], [-2.91, -1.48, 1.01], [-2.15, -3.09, 0.72], [-0.85, 2.74, 0.72], [0.47, 1.87, 1.37], [-0.09, -2.32, -0.19], [-0.22, -1.20, -1.48]],
  "homo_ev": [-3.902, -4.971],
  "de_lowest_ev": 1.139,
  "total_charge": -1,
  "orbital_gap_ev": [7.2187, 8.2882],
  "lumo_energy_ev": [3.3, 3.3]
}

---

{
  "formula": "C5H10INO2S",
  "method": "wB97M-V/def2-TZVPD",
  "species": ["C", "C", "C", "C", "C", "N", "O", "O", "S", "I", "H", "H", "H", "H", "H", "H", "H", "H", "H", "H"],
  "positions_angstrom": [[-1.81, 0.01, 0.62], [0.70, 1.60, -0.29], [1.66, 0.00, 1.27], [-0.76, -0.60, -0.20], [0.87, 0.12, -0.01], [-0.91, -0.63, -1.53], [-2.86, 0.21, -0.13], [-1.55, 0.40, 1.74], [1.90, -0.56, -1.33], [-0.70, -2.62, 0.85], [0.19, 2.08, 0.54], [1.72, 1.93, -0.54], [-0.02, 1.76, -1.15], [1.96, -0.99, 1.55], [2.51, 0.54, 1.04], [0.94, 0.46, 1.97], [-0.33, -1.35, -2.03], [-3.54, 0.60, 0.38], [-1.86, -0.98, -1.84], [1.89, -1.98, -0.91]],
  "homo_ev": -9.172,
  "de_lowest_ev": 0.053,
  "orbital_gap_ev": 9.1555,
  "lumo_energy_ev": 0.0
}

---

{
  "formula": "C5H10INOS",
  "method": "wB97M-V/def2-TZVPD",
  "species": ["C", "C", "C", "C", "C", "N", "O", "S", "I", "H", "H", "H", "H", "H", "H", "H", "H", "H", "H"],
  "positions_angstrom": [[-0.29, 1.09, 0.10], [1.20, -1.27, 1.57], [2.33, -1.18, -0.69], [-2.96, 1.72, -1.11], [1.62, -0.40, 0.40], [-2.37, 0.44, -1.25], [0.39, 0.11, -0.26], [-0.57, 2.33, 1.01], [-3.04, -0.99, 0.01], [0.50, -2.03, 1.24], [2.07, -1.75, 2.00], [0.71, -0.67, 2.34], [3.26, -1.59, -0.31], [2.55, -0.54, -1.54], [1.69, -2.00, -1.02], [-2.62, 2.25, -0.19], [-2.63, 2.32, -1.96], [-4.05, 1.71, -1.07], [2.20, 0.46, 0.73]],
  "multiplicity": 3,
  "homo_ev": [-6.412, -9.023],
  "de_lowest_ev": 0.000,
  "s2": 2.014,
  "orbital_gap_ev": [6.6240, 7.9343],
  "lumo_energy_ev": [0.2, -1.1]
}

---

{
  "formula": "C5H10KO5",
  "method": "wB97M-V/def2-TZVPD",
  "species": ["C", "C", "O", "C", "O", "O", "O", "K", "H", "H", "H", "H", "H", "C", "C", "O", "H", "H", "H", "H", "H"],
  "positions_angstrom": [[-0.75, 1.21, 0.24], [-1.75, 0.30, 0.89], [-1.09, -0.46, 1.90], [-1.84, -1.29, 2.65], [-1.26, -1.84, 3.62], [-3.07, -1.39, 2.44], [-1.36, 1.96, -0.72], [-3.51, -3.35, 4.89], [0.87, 0.58, -0.52], [-2.20, -0.37, 0.15], [-2.56, 0.88, 1.34], [-0.83, 2.75, -0.96], [-0.06, 1.73, 0.92], [2.14, 0.12, -0.98], [2.52, 0.12, -2.43], [1.87, -0.97, -3.08], [2.79, 0.77, -0.39], [2.20, -0.88, -0.52], [3.61, 0.00, -2.54], [2.24, 1.07, -2.90], [2.04, -0.94, -4.02]],
  "multiplicity": 2,
  "homo_ev": [-6.594, -7.856],
  "de_lowest_ev": 0.300,
  "s2": 0.755,
  "orbital_gap_ev": [5.6110, 6.8725],
  "lumo_energy_ev": [-1.0, -1.0]
}

---

{
  "formula": "C5H10KO5",
  "method": "wB97M-V/def2-TZVPD",
  "species": ["C", "C", "O", "C", "O", "O", "O", "K", "H", "H", "H", "H", "H", "C", "C", "O", "H", "H", "H", "H", "H"],
  "positions_angstrom": [[-1.22, 0.10, -0.46], [-1.64, -1.34, -0.29], [-1.49, -2.29, -1.33], [-2.13, -3.46, -1.22], [-2.60, -3.82, -0.11], [-2.14, -4.19, -2.24], [0.00, 0.10, 0.20], [-3.53, -6.65, -1.23], [-1.91, 0.88, -0.10], [-2.37, -0.44, -1.15], [-1.98, -1.59, 0.72], [-0.23, -1.23, 0.43], [1.02, 1.13, 0.09], [2.20, 2.15, -0.05], [2.78, 2.89, 1.12], [1.72, 3.53, 1.83], [2.94, 1.53, -0.57], [1.69, 2.80, -0.76], [3.49, 3.66, 0.76], [3.34, 2.21, 1.78], [2.07, 4.01, 2.58]],
  "multiplicity": 2,
  "homo_ev": [-7.210, -7.146],
  "de_lowest_ev": 7.059,
  "s2": 0.758,
  "orbital_gap_ev": [6.0061, 5.9374],
  "lumo_energy_ev": [-1.2, -1.2]
}

---

{
  "formula": "C5H10LaO3",
  "method": "wB97M-V/def2-TZVPD",
  "species": ["C", "O", "C", "C", "H", "H", "H", "H", "H", "H", "H", "O", "C", "C", "O", "La", "H", "H", "H"],
  "positions_angstrom": [[2.62, -0.77, 1.45], [1.68, -0.21, 0.55], [1.23, -1.08, -0.53], [0.35, -0.29, -1.48], [2.86, 0.02, 2.17], [2.18, -1.63, 1.97], [3.52, -1.07, 0.89], [0.78, -1.98, -0.10], [2.16, -1.42, -1.03], [0.85, -0.62, -2.40], [-0.43, -0.04, -2.22], [-1.69, 1.11, 1.59], [-2.69, 0.81, 0.87], [-2.65, 1.13, -0.55], [-1.79, 2.18, -0.75], [0.28, 1.83, 0.31], [-3.67, 0.62, 1.35], [-3.67, 1.36, -0.90], [-1.92, 0.06, -1.19]],
  "homo_ev": -10.896,
  "de_lowest_ev": 1.765,
  "total_charge": 1,
  "orbital_gap_ev": 6.3703,
  "lumo_energy_ev": -4.5
}

---

{
  "formula": "C5H10MgO3Sn",
  "method": "wB97M-V/def2-TZVPD",
  "species": ["O", "C", "C", "O", "C", "Mg", "H", "H", "H", "H", "H", "H", "H", "C", "C", "O", "Sn", "H", "H", "H"],
  "positions_angstrom": [[2.07, 0.60, -0.21], [1.72, 0.33, -1.53], [0.91, -0.95, -1.69], [-0.06, -0.94, -0.64], [-1.17, -1.81, -0.76], [0.81, -0.17, 1.03], [2.60, 0.26, -2.20], [1.08, 1.16, -1.89], [1.54, -1.86, -1.58], [0.41, -1.00, -2.67], [-1.36, -2.23, 0.23], [-2.06, -1.23, -1.06], [-0.96, -2.57, -1.53], [-0.03, 0.93, 2.73], [-0.70, 1.92, 1.98], [-1.89, 1.72, 1.60], [-2.89, 1.47, -0.10], [-0.65, 0.17, 3.21], [0.87, 1.27, 3.26], [-0.25, 2.91, 1.79]],
  "homo_ev": [-5.032, -5.155],
  "de_lowest_ev": 0.000,
  "orbital_gap_ev": [4.3007, 4.2309],
  "lumo_energy_ev": [-0.7, -0.9]
}

---

In Eh, the energy values for the records above are, in order, -875.398504 -1273.658653 -1012.252486 -1847.664838 -1436.923225 -669.101126 -1070.697542 -1097.595851 -1022.208252 -1172.559282 -1172.310893 -453.423459 -836.527431.